# 1
C20H17Co2N2O6 as an isolated structure. Source: the OMol25 dataset; level of theory: the ωB97M-V functional and the def2-TZVPD basis.

## Properties
Charge: -1
E_HOMO (eV): -1.3
Energy relative to the best compared isomer or geometry (same formula, charge and spin) (kcal per mole): 53.00

Last column: natural (NBO) charge in e.
Positions of all 47 atoms, in Å:
O 4.7791 3.6582 -3.0730  -0.58
C 3.9950 2.9658 -2.5827  0.47
Co 2.7045 1.9592 -1.9208  -0.13
C 1.8655 3.3737 -1.3065  0.51
O 1.2982 4.3109 -0.9423  -0.60
C 1.5816 1.7312 -3.2765  0.46
O 0.8382 1.6673 -4.1591  -0.58
C 2.1515 0.9884 -0.1737  -0.40
C 1.0507 0.2033 -0.1273  -0.35
C -0.2931 0.3593 0.3803  -0.17
C -1.3536 0.0415 -0.6894  0.07
C -2.4482 0.8978 -0.8292  -0.25
C -3.4558 0.6085 -1.7499  -0.22
C -3.3055 -0.4635 -2.6343  -0.25
C -2.1884 -1.2984 -2.5246  -0.19
C -1.2352 -1.0656 -1.5219  -0.25
Co 2.3584 -0.4653 -1.1720  -0.11
C 3.8588 0.0679 -2.0826  0.44
O 4.9245 -0.1125 -2.5313  -0.59
C 1.8020 -1.0524 -2.7449  0.49
O 1.5444 -1.4318 -3.8078  -0.59
C 2.7465 -2.0538 -0.5092  0.48
O 2.9597 -3.1224 -0.1147  -0.61
H 2.6387 1.4313 0.6985  0.17
H -0.4071 1.4297 0.6010  0.20
H -2.5019 1.7901 -0.2020  0.19
H -4.3480 1.2377 -1.7822  0.20
H -4.0520 -0.6513 -3.4051  0.20
H -2.0504 -2.1398 -3.2085  0.21
H -0.3995 -1.7650 -1.3979  0.23
C -1.6625 1.5978 2.5049  -0.67
C -1.1418 0.1881 2.6478  0.52
N -0.5240 -0.3917 1.6292  -0.33
C 0.1145 -1.6890 1.7750  -0.23
C -0.6326 -2.5254 2.7889  -0.43
C -0.8472 -1.7877 4.0824  -0.21
N -1.3037 -0.4347 3.8062  -0.57
H -2.1358 1.9044 3.4439  0.21
H -0.8573 2.3160 2.2852  0.26
H -2.4279 1.6541 1.7199  0.26
H 0.0992 -2.1819 0.8018  0.25
H 1.1752 -1.5618 2.0608  0.23
H -1.5957 -2.8391 2.3710  0.21
H -0.0533 -3.4304 2.9767  0.23
H -1.6142 -2.2752 4.6861  0.20
H 0.0805 -1.7571 4.6667  0.20
H -1.7319 0.1135 4.5428  0.40

***

# 2
C5H15N3O2 as an isolated structure. Source: the OMol25 dataset; level of theory: the ωB97M-V functional and the def2-TZVPD basis.

## Properties
Charge: 0
E_HOMO (spin up / spin down) (eV): -6.8 / -6.7
Energy relative to the best compared isomer or geometry (same formula, charge and spin) (kcal per mole): 107.45

Last column: natural (NBO) charge in e.
Positions of all 25 atoms, in Å:
C 2.3970 0.3321 0.1387  0.12
C 0.1920 0.0800 -0.2598  -0.27
C 2.6979 0.5796 1.5838  -0.69
N 0.2661 -0.8772 -1.3364  -0.89
O 2.9954 -0.7968 -0.4163  -0.71
H 2.9910 -1.5089 0.2363  0.47
H 2.5622 1.1669 -0.5354  0.16
H 0.0481 -0.4433 -2.2278  0.39
H 1.1856 -1.3092 -1.3999  0.39
H 0.1885 1.1336 -0.5251  0.22
H 0.4212 -0.3583 0.7071  0.22
H 3.7743 0.7188 1.7721  0.22
H 2.3722 -0.2644 2.2059  0.20
H 2.1751 1.4730 1.9284  0.23
C -2.0729 0.6637 1.3699  -0.64
C -1.8051 0.0144 0.0333  0.42
N -2.5111 -0.0519 -2.1534  -0.65
O -1.9387 -1.3790 0.0912  -0.76
N -2.3515 0.6655 -1.0016  -0.30
H -1.2361 -1.7274 -0.5037  0.50
H -2.8030 -1.0222 -2.0200  0.36
H -3.1070 0.4485 -2.7981  0.37
H -1.9978 1.7492 1.2844  0.22
H -1.3654 0.3049 2.1187  0.20
H -3.0779 0.4082 1.7077  0.22

***

# 3
C3H7N5 in the gas phase. Source: the OMol25 dataset; level of theory: the ωB97M-V functional and the def2-TZVPD basis.

## Properties
Charge: 0
E_HOMO (eV): -8.4
Energy relative to the best compared isomer or geometry (same formula, charge and spin) (kcal per mole): 125.34

Last column: natural (NBO) charge in e.
Positions of all 15 atoms, in Å:
H -2.2678 1.5669 -1.7732  0.35
N -2.0089 0.7231 -1.3682  -0.77
C -0.7896 0.8575 -0.8478  0.52
N 0.1457 1.8411 -0.7011  -0.53
C 1.3070 1.2380 -0.1519  0.30
N 0.9507 0.2565 0.5059  -0.06
N 1.9728 -0.5865 0.7791  -0.70
N -0.1432 -0.2946 -0.2248  -0.29
C -1.1829 -1.1415 0.3330  -0.41
H 2.0945 1.7736 0.1201  0.21
H 2.0537 -1.1315 1.8098  0.39
H 2.4434 -1.1661 0.1018  0.38
H -1.8233 -1.4488 -0.3693  0.24
H -0.6631 -1.8730 0.8003  0.19
H -2.0891 -0.6146 0.9862  0.18

***

# 4
A 2-piece molecular cluster, F2N2O2 overall. Source: the OMol25 dataset; level of theory: the ωB97M-V functional and the def2-TZVPD basis.

## Properties
Charge: 0
E_HOMO (spin up / spin down) (eV): -9.9 / -10.8
Energy relative to the best compared isomer or geometry (same formula, charge and spin) (kcal per mole): 14.98

Last column: natural (NBO) charge in e.
Positions of all 6 atoms, in Å:
N -1.0258 -0.1198 0.1877  0.59
N 1.0301 -0.4117 -0.0816  0.35
O -1.5006 -0.9106 0.8662  -0.23
O -1.2710 0.7463 -0.5785  -0.27
F 1.3263 0.1119 -1.2300  -0.17
F 1.4410 0.5838 0.8362  -0.26

***

# 5
C10H15N3O in the gas phase. Source: the OMol25 dataset; level of theory: the ωB97M-V functional and the def2-TZVPD basis.

## Properties
Charge: 0
Multiplicity: 3
E_HOMO (spin up / spin down) (eV): -6.0 / -8.9
Energy relative to the best compared isomer or geometry (same formula, charge and spin) (kcal per mole): 0.00

Last column: natural (NBO) charge in e.
Positions of all 29 atoms, in Å:
C -4.7728 0.5429 -0.0746  -0.20
C -4.3974 -0.8496 -0.3094  -0.20
C -3.7569 1.4778 0.3002  -0.21
C -3.1082 -1.2177 -0.1927  -0.23
C -2.4473 0.9963 0.3349  -0.21
C -2.1024 -0.3638 0.1206  0.12
C 2.9767 -0.2054 -1.4109  -0.61
C 2.2774 1.5425 0.2776  -0.63
C 3.5103 -0.5482 1.0462  -0.60
C 2.5504 0.0439 0.0250  0.11
N 0.2370 0.0329 0.0035  -0.19
N -0.7882 -0.8061 -0.0575  -0.30
N 1.3782 -0.7119 0.1623  0.15
O 1.4063 -1.9187 0.1076  -0.43
H -5.8014 0.8120 -0.2071  0.21
H -5.1191 -1.6095 -0.3283  0.22
H -3.7834 2.5190 0.3790  0.22
H -2.8460 -2.2318 -0.4138  0.20
H -1.6826 1.6289 0.5789  0.22
H 2.8264 -1.2166 -1.6210  0.22
H 2.3278 0.4419 -1.9658  0.21
H 3.9918 -0.0008 -1.5080  0.21
H 3.0410 2.1273 -0.1979  0.22
H 2.2911 1.6880 1.4263  0.20
H 1.2378 1.6474 0.0093  0.26
H 3.8546 -1.4244 0.5317  0.22
H 4.3441 0.1401 1.1709  0.20
H 2.9664 -0.6588 1.9016  0.21
H -0.6115 -1.8777 -0.0887  0.42

***

# 6
F18NaP3 as an isolated structure. Source: the OMol25 dataset; level of theory: the ωB97M-V functional and the def2-TZVPD basis.

## Properties
Charge: -2
E_HOMO (eV): -6.1
Energy relative to the best compared isomer or geometry (same formula, charge and spin) (kcal per mole): 43.84

Last column: natural (NBO) charge in e.
Positions of all 22 atoms, in Å:
Na 0.4801 0.0994 -1.1074  0.98
P -1.2771 -0.0082 2.0924  2.60
F 0.0504 -0.7194 1.4903  -0.60
F -1.6392 -1.1281 3.1786  -0.60
F -0.5669 0.8309 3.2739  -0.58
F -2.7606 0.7091 2.4847  -0.62
F -1.0590 1.2537 0.9714  -0.61
F -2.0433 -0.9004 1.0272  -0.59
P 2.5600 2.9827 0.0283  2.58
F 2.3628 3.7673 1.5252  -0.58
F 2.1796 1.5098 0.6759  -0.60
F 0.9547 3.3679 -0.2409  -0.59
F 2.5337 2.2180 -1.4086  -0.62
F 3.1859 4.2947 -0.7811  -0.59
F 4.1407 2.5199 0.3255  -0.60
P -1.2977 -2.9966 -1.9686  2.61
F 0.2804 -2.8134 -1.8160  -0.61
F -1.3641 -3.4491 -0.4811  -0.59
F -1.4188 -1.4176 -1.5458  -0.63
F -2.8751 -3.0988 -1.7926  -0.59
F -1.3141 -2.4723 -3.4916  -0.59
F -1.1125 -4.5494 -2.4396  -0.60

***

# 7
C10H8O2 in the gas phase. Source: the OMol25 dataset; level of theory: the ωB97M-V functional and the def2-TZVPD basis.

## Properties
Charge: 0
E_HOMO (eV): -8.6
Energy relative to the best compared isomer or geometry (same formula, charge and spin) (kcal per mole): 38.31

Last column: natural (NBO) charge in e.
Positions of all 20 atoms, in Å:
C 0.0235 -1.6806 -3.4040  -0.71
C 0.8037 -0.8441 -2.4753  0.53
O 1.9403 -0.5234 -2.6804  -0.51
C 0.2556 -0.4185 -1.1191  0.19
C -0.9470 -0.4993 -0.5148  -0.27
C -0.7629 0.2552 0.7303  -0.10
C -1.4413 0.5368 2.0016  -0.20
C -0.7485 1.1123 3.0330  -0.23
C 0.6525 1.5225 2.8420  -0.19
C 1.2872 1.2463 1.6315  -0.24
C 0.5743 0.6696 0.6473  0.26
O 1.1731 0.3743 -0.5315  -0.38
H 0.5665 -1.8013 -4.3656  0.25
H -0.2438 -2.7032 -2.9985  0.25
H -0.9638 -1.0393 -3.5378  0.23
H -1.8677 -0.9302 -0.8194  0.24
H -2.4972 0.1694 2.2687  0.22
H -1.3012 1.2179 4.0011  0.22
H 1.1677 1.9379 3.7161  0.22
H 2.3291 1.3980 1.5749  0.23

***

# 8
C4H6O2S2 in the gas phase. Source: the OMol25 dataset; level of theory: the ωB97M-V functional and the def2-TZVPD basis.

## Properties
Charge: 0
Multiplicity: 3
E_HOMO (spin up / spin down) (eV): -7.2 / -9.5
Energy relative to the best compared isomer or geometry (same formula, charge and spin) (kcal per mole): 6.04

Last column: natural (NBO) charge in e.
Positions of all 14 atoms, in Å:
C -0.7015 -0.1667 2.2599  0.73
C -0.6715 0.7021 0.9476  -0.50
C 0.1777 -0.0036 -0.1459  -0.40
C 0.2104 -1.4232 -0.0396  -0.35
O -1.2192 0.2922 3.2291  -0.55
O -0.3018 -1.3852 2.0276  -0.18
S -0.3131 0.2680 -1.9012  -0.03
S 1.6284 -2.4815 -0.1441  0.11
H -1.6391 0.8763 0.6236  0.24
H -0.1536 1.6692 1.1481  0.25
H 1.2484 0.2843 -0.1453  0.22
H -0.6003 -1.8939 -0.4947  0.19
H 0.3325 -0.9009 -2.3196  0.15
H 2.2537 -1.6664 0.7156  0.12

***

# 9
C18H30Cl2LuN7O3 as an isolated structure. Source: the OMol25 dataset; level of theory: the ωB97M-V functional and the def2-TZVPD basis.

## Properties
Charge: 0
E_HOMO (eV): -5.2
Energy relative to the best compared isomer or geometry (same formula, charge and spin) (kcal per mole): 16.73

Last column: natural (NBO) charge in e.
Positions of all 61 atoms, in Å:
O 0.1716 1.1435 -2.7811  -0.50
C -0.4125 0.9873 -3.8210  0.43
C -0.1514 1.7001 -5.1241  -0.17
C 0.9947 2.5030 -5.1434  -0.16
H 1.7684 2.3506 -4.3784  0.23
C 1.1415 3.5135 -6.1095  -0.22
H 2.0271 4.1671 -6.0584  0.22
C 0.1635 3.6865 -7.1076  -0.19
H 0.2653 4.5256 -7.8096  0.22
C -0.9072 2.7735 -7.1797  -0.23
H -1.6197 2.8836 -8.0011  0.22
C -1.0554 1.7762 -6.2074  -0.17
H -1.8554 1.0375 -6.2650  0.22
H -1.2398 0.2584 -3.9209  0.11
C -2.7963 2.0970 0.5895  -0.67
C -2.2710 1.0019 1.4196  -0.40
H -3.7154 2.5571 0.9908  0.16
H -3.0103 1.7677 -0.4344  0.22
H -2.0400 2.8845 0.4754  0.21
C -2.8076 0.4945 2.5100  -0.31
C -3.9865 1.0539 3.3138  -0.66
H -2.4050 -0.3886 3.0147  0.15
H -4.4713 1.8929 2.7861  0.20
H -3.6602 1.4301 4.3009  0.18
H -4.7561 0.2835 3.4988  0.18
Lu 0.1278 -0.0673 1.0151  1.68
Cl 1.0827 2.2478 0.8256  -0.65
Cl -1.2489 -0.6424 -0.9178  -0.63
H 3.8930 0.4174 -2.1007  0.21
H 5.6981 1.1123 -0.6055  0.20
C 3.1735 0.3008 -1.2871  -0.43
C 4.9762 1.1516 0.2160  -0.41
N 3.9103 0.1929 -0.0238  -0.38
H 2.5806 -0.6057 -1.4437  0.23
C 3.4148 -0.5337 0.9843  0.58
O 2.1945 -0.8687 1.0142  -0.73
H 5.4701 0.8985 1.1577  0.21
H 4.1287 -0.8347 1.7655  0.16
H 2.4918 1.1576 -1.2763  0.26
H 4.5544 2.1661 0.2815  0.23
H -1.5145 -5.3196 2.6493  0.19
H -0.5843 -6.2458 0.5865  0.20
C -1.9628 -4.4709 2.1192  -0.42
C -1.0613 -5.4330 0.0183  -0.40
N -1.2317 -4.2629 0.8765  -0.39
H -1.9117 -3.5637 2.7248  0.26
C -0.6349 -3.1011 0.6475  0.57
O -0.5799 -2.1712 1.5056  -0.72
H -0.4336 -5.1558 -0.8325  0.22
H -0.2051 -2.9669 -0.3586  0.18
H -3.0044 -4.7188 1.8825  0.21
H -2.0363 -5.7927 -0.3381  0.21
N 0.4937 -1.3775 6.3566  -0.62
N 0.3492 -0.3633 5.4294  0.14
N 1.1417 0.7376 5.4544  -0.26
C 1.0598 1.1309 4.1747  0.16
N 0.3872 0.2655 3.3909  -0.35
N -0.0431 -0.7278 4.1943  -0.01
H -0.3176 -1.9843 6.3072  0.40
H 0.7620 -0.9898 7.2446  0.39
H 1.5091 2.0376 3.8039  0.25

***

no.,E (Eh)
1,-4098.67067
2,-514.07940
3,-392.09931
4,-459.43041
5,-629.32689
6,-2984.80150
7,-536.29676
8,-1102.68352
9,-3468.82738